{"formula": "C4H11OP", "method": "ωB97M-V/def2-TZVPD", "symbols": ["C", "O", "C", "P", "C", "C", "H", "H", "H", "H", "H", "H", "H", "H", "H", "H", "H"], "xyz": [[-0.764076, 1.980917, 2.233682], [-0.643164, 0.601152, 2.087754], [-0.615018, 0.016416, 0.667613], [0.423777, 0.405936, -1.217710], [2.127189, 0.203363, -0.431253], [-0.006795, -1.309637, -1.777582], [-0.542308, 2.415873, 1.229729], [-0.173578, 2.260207, 3.108434], [-1.878512, 2.128362, 2.336437], [-1.556165, 0.247941, 0.260451], [-0.590698, -1.014242, 0.837415], [2.270705, 0.877307, 0.419602], [2.304065, -0.784721, -0.165151], [2.754157, 0.652996, -1.138965], [0.049173, -1.486462, -2.941732], [0.658288, -1.986399, -1.262402], [-0.987637, -1.416698, -1.425384]], "atomic_forces_ev_per_a": [[-1.9540, -0.2614, -1.8012], [1.7464, -2.5487, -2.6093], [0.1586, 2.4975, 0.5141], [-0.0835, 0.0481, 3.3738], [-1.7732, 2.0804, -0.2856], [1.7587, 0.5068, -2.1529], [0.4958, 0.5415, 1.1163], [-0.1440, 0.5386, -0.3879], [0.9847, 0.6496, 0.5059], [-1.6232, 0.2469, -0.3802], [0.4876, -1.5980, 0.2742], [-0.5892, -0.2688, 0.1555], [0.6828, -1.7191, 0.3310], [1.5933, -0.1439, -1.2468], [-0.1404, 0.5272, 2.3869], [0.0196, -0.5046, -0.0078], [-1.6202, -0.5918, 0.2139]], "orbital_gap_ha": 0.3575, "spin_multiplicity": 1, "smiles": "COCP(C)C", "e_tot_ev": -15659.66211, "relative_energy_ev": 3.199, "charge": 0}

***

{"formula": "C4H11S2", "method": "ωB97M-V/def2-TZVPD", "symbols": ["C", "S", "C", "H", "H", "H", "H", "H", "H", "C", "C", "S", "H", "H", "H", "H", "H"], "xyz": [[-3.369585, 0.185603, -0.821399], [-2.033284, -0.903617, -0.293152], [-0.695635, -0.384127, -1.404593], [-3.456659, 0.219408, -1.907240], [-3.207135, 1.195496, -0.449663], [-4.295557, -0.197874, -0.399574], [0.260037, -0.526963, -0.886444], [-0.707251, -1.000849, -2.300453], [-0.785116, 0.673339, -1.627893], [2.219559, -0.437347, 2.145112], [1.631863, 0.750407, 1.364626], [2.296677, 0.846207, -0.336049], [3.286252, -0.245219, 2.280954], [2.106147, -1.336087, 1.543898], [1.750659, -0.517832, 3.132029], [1.856978, 1.681664, 1.888399], [0.549401, 0.603428, 1.303778]], "atomic_forces_ev_per_a": [[0.0924, 0.0499, -0.0265], [0.0158, -0.0498, -0.0110], [-0.1308, -0.4246, 0.3734], [-0.0214, -0.0894, -0.0113], [0.0051, 0.0808, -0.0107], [-0.0820, -0.0126, -0.0001], [-0.0970, 0.1739, -0.1242], [-0.0505, 0.1441, -0.1815], [0.0716, 0.0628, -0.0328], [0.1022, 0.8811, -0.1500], [0.1952, -0.5286, -0.3834], [0.2623, 0.1350, 0.0891], [0.0507, -0.2012, 0.0164], [-0.0642, -0.1958, 0.1664], [-0.0397, -0.2713, 0.0241], [-0.2023, 0.0130, 0.1101], [-0.1073, 0.2326, 0.1519]], "orbital_gap_ha": 0.2030, "spin_multiplicity": 1, "e_tot_ev": -25997.47073, "relative_energy_ev": 0.367, "charge": -1}

***

{"formula": "C4H12", "method": "ωB97M-V/def2-TZVPD", "symbols": ["C", "C", "H", "H", "H", "H", "H", "H", "C", "C", "H", "H", "H", "H", "H", "H"], "xyz": [[0.966733, 0.533596, -0.885320], [0.942044, 0.747539, -2.422007], [-0.009397, 0.600717, -0.425917], [1.388846, -0.456193, -0.695641], [1.518243, 1.284773, -0.332096], [-0.055839, 1.068376, -2.754786], [1.800533, 1.366981, -2.645311], [1.092343, -0.265537, -2.879451], [-0.788087, 0.045716, 1.972365], [-1.029000, -1.295700, 1.291371], [0.008542, 0.676094, 1.586656], [-1.702189, 0.590236, 1.628089], [-0.791094, 0.097789, 3.057392], [-0.119317, -1.648866, 0.783166], [-1.931906, -1.298788, 0.682215], [-1.290460, -2.046729, 2.039270]], "atomic_forces_ev_per_a": [[-0.2671, -0.0117, -0.4227], [-0.2191, -1.5506, 0.8377], [-0.3676, -0.4129, -0.2550], [-0.0343, 0.1686, 0.4424], [0.5158, 0.1505, -0.1338], [0.6248, 0.4854, -0.1124], [-0.1802, 0.4016, -0.7274], [-0.0097, 0.8719, 0.0829], [-1.9219, 1.3364, -0.8433], [0.8114, -0.9028, 0.8971], [0.3474, -0.4628, 0.0666], [0.5242, 0.3444, 0.6990], [0.1847, -0.3899, 0.0561], [-0.6052, -0.0695, -0.1599], [0.3589, 0.2302, -0.5990], [0.2380, -0.1887, 0.1718]], "orbital_gap_ha": [0.0998, 0.4404], "spin_multiplicity": 2, "s_squared": 0.7502, "e_tot_ev": -4340.29458, "relative_energy_ev": 0.742, "charge": -1}

***

{"formula": "C4H12", "method": "ωB97M-V/def2-TZVPD", "symbols": ["C", "C", "H", "H", "H", "H", "H", "H", "C", "C", "H", "H", "H", "H", "H", "H"], "xyz": [[-2.550230, 1.022985, 0.766410], [-2.001793, -0.381047, 0.604217], [-3.453441, 1.067529, 1.329540], [-1.877955, 1.825971, 1.095500], [-2.749092, 1.347615, -0.223236], [-1.298565, -0.389029, 1.458504], [-2.554406, -1.314577, 0.427627], [-1.216250, -0.333911, -0.211756], [2.271955, -1.037128, -0.604119], [2.085479, 0.434001, -0.730495], [1.454675, -1.642812, -0.282677], [2.736869, -1.482679, -1.570853], [3.033444, -1.258511, 0.303924], [0.906701, 0.491235, -0.962241], [2.721164, 0.799955, -1.585356], [2.491443, 0.850403, 0.185010]], "atomic_forces_ev_per_a": [[-0.4859, 0.0608, -1.1417], [3.3795, 0.6723, 0.3081], [-0.7140, 0.1300, 0.5863], [0.3393, -0.7809, 0.4874], [-0.9159, 0.6750, -1.1246], [-0.3979, -1.3540, 0.1098], [-0.3316, 0.7756, 0.4365], [-0.9473, -0.2253, 0.3509], [4.0289, -2.4481, 0.6278], [-1.9356, -0.0177, -1.4846], [-1.0223, -0.0916, -0.1721], [-0.8357, 0.3898, 1.6655], [-1.1431, 0.3047, -2.1427], [2.6390, 1.0759, 0.6536], [-0.8970, -0.0298, 0.7251], [-0.7603, 0.8633, 0.1146]], "orbital_gap_ha": [0.1058, 0.4278], "spin_multiplicity": 2, "s_squared": 0.7504, "e_tot_ev": -4339.51850, "relative_energy_ev": 1.518, "charge": -1}

***

{"formula": "C4H12", "method": "ωB97M-V/def2-TZVPD", "symbols": ["C", "C", "H", "H", "H", "H", "H", "H", "C", "C", "H", "H", "H", "H", "H", "H"], "xyz": [[2.206149, 1.593995, -0.051790], [1.040965, 2.577024, -0.481294], [1.864805, 1.262456, 0.991047], [2.402075, 0.833506, -0.768612], [3.132240, 2.111465, 0.260987], [0.262607, 2.879060, 0.242597], [1.432574, 3.568836, -0.803657], [0.652390, 2.083940, -1.271703], [-2.216751, -1.579572, 0.245518], [-1.054110, -2.604592, 0.295761], [-2.970249, -2.074314, -0.287587], [-2.536662, -1.239578, 1.226469], [-2.035624, -0.737137, -0.329616], [-0.900720, -3.616310, 0.889245], [-0.187120, -2.126850, 0.561087], [-0.973831, -2.866206, -0.759428]], "atomic_forces_ev_per_a": [[-1.2386, 2.1398, 3.5588], [2.5532, 1.8704, 1.8673], [0.4597, -0.7066, -1.5826], [0.0073, -0.7429, -0.2774], [-0.1595, 0.0337, -0.7133], [0.4437, -0.8485, 0.0252], [-0.0305, -0.6355, -0.1905], [-2.0082, -1.0771, -2.6924], [0.3273, -2.3117, 2.3772], [-0.7194, -1.6583, -0.6289], [-1.8463, -0.6539, -0.3701], [-0.2837, -0.0426, 0.0968], [1.2103, 1.6272, -1.0723], [-1.6221, 1.9800, -0.7706], [2.3589, 1.3994, 0.4630], [0.5479, -0.3733, -0.0903]], "orbital_gap_ha": [0.1011, 0.4411], "spin_multiplicity": 2, "s_squared": 0.7503, "e_tot_ev": -4339.64344, "relative_energy_ev": 1.393, "charge": -1}

***

{"formula": "C4H12", "method": "ωB97M-V/def2-TZVPD", "symbols": ["C", "C", "H", "H", "H", "H", "H", "H", "C", "C", "H", "H", "H", "H", "H", "H"], "xyz": [[-1.343148, 1.660490, 0.791759], [-0.913748, 1.684236, -0.674147], [-0.852509, 0.930046, 1.416135], [-1.274417, 2.708401, 1.098740], [-2.409471, 1.441079, 0.855972], [-1.301539, 2.485198, -1.289532], [-1.070016, 0.698424, -1.127955], [0.171195, 1.752477, -0.835038], [0.829494, -1.051938, 0.295835], [1.435672, -2.269229, -0.382883], [1.209339, -0.105524, -0.074503], [-0.227446, -1.106454, 0.239051], [1.040589, -0.990206, 1.364410], [1.092295, -2.263514, -1.420488], [1.095700, -3.214641, 0.045486], [2.518011, -2.358846, -0.302842]], "atomic_forces_ev_per_a": [[-0.8744, 1.2522, -1.0430], [1.2649, -1.4787, -0.3492], [0.5237, 0.1744, 0.1337], [0.3424, -0.3518, 0.8353], [-0.0977, -0.1190, -0.0824], [-0.6382, 0.0283, 0.1044], [-0.5997, 0.2895, -0.2433], [-0.0072, 0.3540, 0.5973], [1.1274, -0.1721, 0.9654], [-0.1865, -0.3182, -0.0054], [-0.1455, 0.0029, -0.4760], [-1.0763, 0.2321, -0.3309], [0.1778, -0.3394, 0.1457], [0.4570, -0.1521, -0.0697], [-0.3606, 0.1405, 0.1226], [0.0929, 0.4574, -0.3045]], "orbital_gap_ha": 0.4606, "spin_multiplicity": 1, "smiles": "CC.CC", "e_tot_ev": -4342.18511, "relative_energy_ev": 0.343, "charge": 0}

***

{"formula": "C4H12", "method": "ωB97M-V/def2-TZVPD", "symbols": ["C", "C", "H", "H", "H", "H", "H", "H", "C", "C", "H", "H", "H", "H", "H", "H"], "xyz": [[-1.385063, -0.947129, -1.193466], [-1.868103, 0.435812, -1.488976], [-1.939714, -1.296763, -0.255320], [-1.536765, -1.717715, -1.869428], [-0.306851, -1.065126, -1.003953], [-2.937418, 0.464102, -1.821882], [-1.118068, 0.841006, -2.094418], [-1.965905, 0.989615, -0.582108], [1.764779, 0.242513, 2.033625], [1.547794, 0.371799, 0.572480], [1.085263, -0.569722, 2.410709], [2.797959, 0.047757, 2.204959], [1.578877, 1.093154, 2.643345], [0.480402, 0.741966, 0.347963], [1.646912, -0.560037, 0.133417], [2.155900, 0.928769, -0.036950]], "atomic_forces_ev_per_a": [[-0.2919, -0.8471, 3.5506], [-1.5722, -0.8204, 0.3033], [0.9449, 0.1426, -1.0070], [-0.8640, -1.0775, -1.9309], [-0.3332, 0.6553, 0.2660], [1.1431, -0.1190, -0.6216], [0.3583, 1.4481, -1.4042], [0.5340, 0.5589, 0.7852], [-0.4933, -0.9028, 0.5934], [-3.8883, 0.8741, 0.2452], [0.9621, 0.5805, -0.1345], [0.8049, -0.7891, 0.4265], [-0.4997, 1.0501, 0.1956], [1.4595, -0.6198, 0.2687], [-0.1681, -2.1999, -0.8000], [1.9038, 2.0661, -0.7363]], "orbital_gap_ha": 0.4607, "spin_multiplicity": 1, "smiles": "CC.CC", "e_tot_ev": -4341.58947, "relative_energy_ev": 0.939, "charge": 0}